Record 1
{"formula": "C7H12", "method": "wB97M-V/def2-TZVPD", "de_lowest_kj_mol": 565.3, "homo_lumo_gap_ev": [8.3, 8.4], "species": ["C", "C", "C", "C", "C", "C", "C", "H", "H", "H", "H", "H", "H", "H", "H", "H", "H", "H", "H"], "coordinates": [[-1.711, 0.787, 0.220], [-1.282, -0.646, -0.041], [-0.238, -0.781, -1.184], [0.830, -0.852, -0.111], [2.114, -0.528, -0.076], [0.886, 2.444, 0.420], [-0.204, -1.159, 0.954], [-2.320, 1.183, -0.600], [-0.855, 1.473, 0.322], [-2.284, 0.875, 1.149], [-2.160, -1.292, -0.141], [-0.342, -1.724, -1.733], [-0.170, 0.040, -1.906], [2.649, -0.223, -0.973], [2.684, -0.543, 0.850], [1.421, 2.177, -0.516], [1.488, 1.902, 1.180], [-0.110, -0.635, 1.911], [-0.297, -2.233, 1.150]], "atomic_forces_ev_per_a": [[-0.147, -0.069, -0.012], [-0.252, 0.030, 0.012], [0.055, 0.038, -0.208], [0.193, 0.031, 0.005], [-0.021, -0.062, -0.012], [0.457, -0.057, -0.033], [0.053, -0.029, 0.205], [0.040, -0.081, 0.069], [0.010, -0.077, -0.009], [0.037, -0.050, -0.093], [0.108, 0.071, 0.011], [0.029, 0.093, 0.093], [-0.024, -0.086, 0.104], [-0.113, -0.072, 0.082], [-0.124, -0.044, -0.096], [-0.157, 0.136, 0.094], [-0.156, 0.154, -0.027], [-0.021, -0.041, -0.127], [0.033, 0.116, -0.059]], "lowdin_charge": [-0.08, -0.34, -0.10, -0.33, 0.02, 0.17, -0.10, 0.08, -0.01, 0.08, 0.13, 0.11, 0.11, 0.07, 0.07, -0.06, -0.06, 0.11, 0.11]}

Record 2
{"formula": "C2H13O4S", "method": "wB97M-V/def2-TZVPD", "de_lowest_kj_mol": 51.6, "charge": -1, "homo_lumo_gap_ev": 7.2, "species": ["C", "C", "S", "H", "H", "H", "H", "H", "H", "H", "O", "H", "H", "O", "H", "H", "O", "H", "H", "O"], "coordinates": [[-0.862, 2.406, 2.157], [-0.474, 1.117, 1.432], [-1.088, 0.925, -0.277], [-1.199, 2.143, 3.159], [-1.620, 3.026, 1.684], [0.017, 3.046, 2.274], [-0.753, 0.243, 2.023], [0.615, 1.020, 1.398], [0.682, 2.482, -2.433], [1.114, 1.315, -1.618], [1.277, 1.728, -2.477], [-0.509, -2.978, 1.385], [-0.882, -2.793, -0.096], [-1.218, -3.150, 0.751], [-0.416, -1.362, -2.468], [-0.523, -0.872, -1.017], [-0.460, -1.726, -1.572], [1.294, -2.203, -1.532], [2.788, -1.813, -1.287], [2.215, -2.553, -1.489]], "atomic_forces_ev_per_a": [[0.468, 0.031, 0.329], [0.368, -0.473, -0.369], [0.088, 0.392, 0.140], [-0.140, 0.205, 0.198], [-0.178, -0.329, -0.264], [-0.017, 0.055, 0.019], [-0.440, 0.024, 0.027], [0.056, 0.299, 0.027], [-0.173, -0.035, 0.018], [-0.438, -0.172, 0.131], [0.485, 0.159, -0.229], [-0.178, 0.009, -0.225], [-0.298, -0.108, 0.306], [0.366, -0.034, -0.038], [-0.145, -0.201, 0.125], [-0.319, -0.160, -0.063], [0.460, 0.405, -0.210], [0.363, -0.079, 0.166], [-0.126, 0.178, -0.004], [-0.203, -0.167, -0.086]], "lowdin_charge": [-0.22, -0.75, 0.37, 0.05, 0.04, 0.05, 0.03, 0.03, 0.00, -0.05, -0.13, 0.02, -0.01, -0.09, 0.05, -0.11, -0.19, -0.01, 0.01, -0.10]}

Record 3
{"formula": "C9H13IrN", "method": "wB97M-V/def2-TZVPD", "de_lowest_kj_mol": 0.0, "homo_lumo_gap_ev": [4.7, 6.6], "spin_multiplicity": 6, "s_squared": 8.79, "species": ["C", "C", "C", "C", "C", "Ir", "C", "C", "C", "N", "H", "H", "H", "H", "H", "H", "H", "H", "H", "H", "C", "H", "H", "H"], "coordinates": [[0.070, -1.278, -1.933], [-1.251, -1.356, -1.394], [-1.180, -1.980, -0.112], [0.196, -2.313, 0.136], [0.973, -1.865, -0.981], [0.013, -0.106, 0.015], [-0.930, 1.546, -0.820], [0.433, 1.952, -1.377], [0.747, 2.530, -2.593], [1.281, 1.329, -0.553], [-2.025, -2.226, 0.518], [-2.161, -1.017, -1.888], [0.580, -2.816, 1.011], [2.053, -1.950, -1.097], [0.350, -0.847, -2.902], [-1.667, 1.413, -1.604], [2.273, 1.314, -0.666], [-1.245, 2.235, -0.037], [-0.047, 2.870, -3.255], [1.790, 2.538, -2.911], [0.533, -0.045, 1.900], [1.636, -0.106, 1.957], [0.133, -0.908, 2.456], [0.215, 0.890, 2.375]], "atomic_forces_ev_per_a": [[0.132, -1.474, -0.607], [-0.763, -1.316, -1.196], [0.382, -1.280, -0.479], [-0.764, -2.002, -0.707], [-0.011, -0.724, -1.100], [-0.869, 2.572, 1.681], [-0.278, 2.630, -1.923], [-1.298, -1.362, 1.099], [0.242, 0.002, -0.725], [2.101, 2.521, -0.633], [0.157, 0.125, -0.034], [0.362, -0.083, 0.240], [-0.019, 0.117, -0.036], [-0.418, -0.015, 0.051], [-0.136, -0.118, 0.579], [-0.384, 0.379, -0.110], [0.967, 0.554, -0.607], [-0.163, -0.185, 0.104], [0.333, -0.024, 0.153], [-0.297, 0.255, -0.038], [0.769, -0.983, 3.934], [-0.242, 0.024, 0.020], [0.245, 0.411, 0.341], [-0.048, -0.024, -0.007]], "lowdin_charge": [-0.22, -0.25, -0.23, -0.27, -0.22, 1.43, -0.25, -0.51, 0.11, -0.07, 0.11, 0.10, 0.10, 0.11, 0.11, 0.03, 0.07, 0.05, 0.07, 0.07, -0.36, 0.01, -0.01, 0.00]}